{
  "formula": "C42H41ClO2P2W",
  "method": "wB97M-V/def2-TZVPD",
  "species": ["W", "C", "C", "C", "C", "C", "C", "C", "C", "C", "H", "H", "H", "H", "H", "H", "H", "H", "H", "H", "H", "H", "H", "H", "H", "P", "P", "C", "C", "C", "C", "C", "C", "C", "C", "C", "C", "C", "C", "C", "C", "C", "C", "C", "C", "C", "C", "C", "C", "C", "C", "C", "C", "H", "H", "H", "H", "H", "H", "H", "H", "H", "H", "H", "H", "H", "H", "H", "H", "H", "H", "H", "H", "H", "H", "Cl", "C", "C", "C", "C", "C", "C", "C", "O", "O", "H", "H", "H", "H"],
  "coordinates": [[-0.1533, -0.0546, -1.1439], [-1.4890, -0.1853, 0.4314], [-2.1677, -0.5348, -0.8614], [-2.7731, 0.5798, -1.7075], [-1.7161, 1.3546, -2.5759], [-0.4305, 1.8164, -1.8946], [-0.3877, 1.9439, -0.4586], [-1.6152, 2.2615, 0.3504], [-2.0801, 1.0180, 1.1182], [1.6486, 0.0912, -0.2317], [-1.2229, -0.9974, 1.0990], [-2.6973, -1.4953, -0.8665], [-3.4628, 1.2506, -1.1432], [-3.4928, 0.1188, -2.4313], [-1.4435, 0.7192, -3.4466], [-2.2020, 2.2415, -3.0391], [0.3266, 2.3144, -2.4906], [0.5323, 2.3104, -0.0114], [-2.3938, 2.7021, -0.2875], [-1.3828, 3.0582, 1.0797], [-1.7543, 1.0429, 2.1682], [-3.1817, 0.9551, 1.1582], [1.7673, -0.4972, 0.6876], [2.0901, 1.0844, -0.1205], [2.2085, -0.4140, -1.0488], [0.0824, -2.1984, -9.4323], [2.0059, 0.3815, -9.6809], [-0.5515, -0.6208, -10.0520], [0.2667, 0.4567, -10.1748], [-0.7554, -3.4067, -10.5309], [-1.9490, -3.1311, -11.2145], [-2.5547, -4.1241, -11.9955], [-1.9745, -5.3898, -12.0963], [-0.7698, -5.6641, -11.4358], [-0.1480, -4.6743, -10.6756], [-0.8197, -2.3890, -7.8328], [-0.4592, -1.5373, -6.7680], [-1.2000, -1.5498, -5.5844], [-2.3142, -2.3888, -5.4540], [-2.6379, -3.2674, -6.4920], [-1.8723, -3.2988, -7.6615], [2.7380, 1.1383, -11.2186], [2.7086, 0.3574, -12.3916], [3.0676, 0.9228, -13.6152], [3.4610, 2.2641, -13.6859], [3.5448, 3.0210, -12.5159], [3.2240, 2.4518, -11.2782], [2.0920, 1.7750, -8.4908], [3.2279, 1.8387, -7.6563], [3.4141, 2.9361, -6.8166], [2.4599, 3.9627, -6.7829], [1.3084, 3.8736, -7.5690], [1.1019, 2.7610, -8.3943], [-1.6000, -0.5636, -10.3568], [-0.1032, 1.3958, -10.6002], [-2.4191, -2.1541, -11.1417], [-3.4847, -3.9033, -12.5222], [-2.4603, -6.1654, -12.6862], [-0.3207, -6.6544, -11.5069], [0.7986, -4.8745, -10.1698], [0.3762, -0.8430, -6.8888], [-0.9180, -0.8901, -4.7629], [-2.9231, -2.3694, -4.5491], [-3.4913, -3.9367, -6.4021], [-2.1173, -4.0054, -8.4554], [2.3622, -0.6776, -12.3441], [3.0255, 0.3211, -14.5207], [3.7103, 2.7148, -14.6445], [3.8589, 4.0617, -12.5524], [3.3168, 3.0427, -10.3649], [3.9663, 1.0359, -7.7001], [4.3107, 2.9977, -6.1995], [2.6184, 4.8284, -6.1412], [0.5642, 4.6708, -7.5449], [0.1819, 2.6770, -8.9700], [0.7442, 0.5115, 9.0546], [0.6177, 0.4079, 7.3521], [0.6574, -0.8522, 6.7248], [0.6184, -0.9269, 5.3368], [0.6530, 0.2294, 4.5542], [0.4760, 1.4759, 5.1764], [0.4880, 1.5691, 6.5720], [0.9137, 0.0541, 3.0722], [0.4870, -1.0340, 2.5835], [1.5847, 1.0031, 2.5703], [0.7266, -1.7625, 7.3097], [0.6055, -1.8973, 4.8479], [0.3499, 2.3831, 4.5788], [0.4104, 2.5303, 7.0687]],
  "forces_ev_per_a": [[0.12, 2.14, 0.63], [-1.34, -0.18, -0.26], [0.14, -1.81, 0.63], [-1.29, -0.33, -0.77], [-0.73, 1.00, -0.71], [0.67, 0.44, -0.26], [-0.44, 0.79, -0.62], [-0.34, 0.91, 0.90], [0.30, 0.29, 0.60], [0.43, -1.61, 0.97], [-0.14, -0.42, -0.21], [0.24, 0.35, -0.08], [0.93, -0.33, -0.15], [0.82, 0.18, 0.39], [-0.06, 0.15, 0.29], [0.05, -0.57, 0.28], [-0.15, -0.07, -0.34], [-0.19, -0.04, -0.28], [0.21, -0.28, 0.21], [0.09, -0.27, -0.37], [0.06, 0.10, -0.30], [0.38, -0.09, -0.11], [0.30, 0.16, -0.28], [-0.19, -0.21, -0.03], [0.18, -0.33, -0.30], [-1.10, -0.05, 0.08], [-0.27, 1.27, -0.79], [1.04, 1.64, -0.26], [-1.43, -1.54, 0.02], [0.66, -0.48, -0.23], [0.02, -0.25, -0.11], [0.21, 0.13, 0.19], [0.22, 0.14, 0.23], [-0.12, 0.14, 0.01], [-0.38, 0.27, 0.09], [0.33, 0.18, 0.27], [-0.31, -0.10, -0.08], [-0.05, -0.11, -0.25], [0.24, -0.07, -0.32], [0.20, 0.06, -0.03], [-0.05, 0.15, 0.04], [0.24, -0.60, -0.02], [-0.12, 0.27, 0.04], [-0.07, 0.02, 0.16], [-0.05, -0.15, 0.36], [-0.04, -0.26, 0.22], [-0.12, 0.06, 0.03], [0.36, -0.43, 0.69], [-0.26, 0.25, -0.33], [-0.17, 0.03, -0.06], [0.09, -0.29, -0.19], [0.01, -0.28, 0.00], [0.22, 0.18, 0.08], [0.30, 0.09, 0.19], [0.09, -0.32, 0.08], [0.01, -0.28, -0.05], [0.29, -0.06, 0.18], [0.14, 0.19, 0.12], [-0.09, 0.28, -0.04], [-0.26, -0.03, -0.15], [-0.19, -0.20, 0.09], [-0.06, -0.14, -0.27], [0.20, -0.02, -0.24], [0.20, 0.14, 0.03], [0.00, 0.23, 0.23], [0.14, 0.25, -0.07], [0.01, 0.11, 0.20], [-0.04, -0.13, 0.21], [-0.02, -0.23, -0.02], [-0.07, -0.12, -0.32], [-0.11, 0.28, 0.05], [-0.26, -0.01, -0.14], [-0.04, -0.20, -0.18], [0.20, -0.26, 0.03], [0.27, 0.18, 0.13], [-0.10, 0.00, -0.67], [0.21, -0.05, 0.13], [-0.17, -0.57, -1.10], [0.45, -0.93, 1.79], [-0.28, -0.17, -0.90], [0.02, 1.11, 1.40], [-0.12, 0.44, -1.17], [-0.18, -0.24, 0.14], [0.67, 1.77, 0.16], [-0.87, -1.18, 0.35], [-0.08, 0.17, 0.05], [0.18, 0.23, 0.02], [0.24, -0.39, 0.16], [-0.03, -0.10, -0.11]],
  "relative_energy_kj_mol": 48.9,
  "s2": 2.033,
  "total_energy_ha": -2984.64502,
  "largest_force_ev_per_a": 2.23,
  "charge": 2,
  "orbital_gap_ha": [0.2727, 0.1778],
  "spin_multiplicity": 3
}

{
  "formula": "C42H41NO2P2S2Sr",
  "method": "wB97M-V/def2-TZVPD",
  "species": ["Sr", "C", "C", "C", "C", "C", "C", "C", "C", "C", "H", "H", "H", "H", "H", "H", "H", "H", "H", "H", "H", "H", "H", "H", "H", "P", "P", "C", "C", "C", "C", "C", "C", "C", "C", "C", "C", "C", "C", "C", "C", "C", "C", "C", "C", "C", "C", "C", "C", "C", "C", "C", "C", "H", "H", "H", "H", "H", "H", "H", "H", "H", "H", "H", "H", "H", "H", "H", "H", "H", "H", "H", "H", "H", "H", "O", "S", "O", "N", "C", "S", "C", "C", "C", "C", "C", "C", "H", "H", "H", "H"],
  "coordinates": [[-0.6013, 2.1553, 1.1885], [-1.7323, 1.3190, -3.8952], [-1.6881, 0.0194, -3.5766], [-1.1218, -1.0495, -4.4601], [0.3556, -0.8476, -4.9008], [1.1583, 0.1575, -4.1178], [1.2007, 1.4810, -4.3098], [0.2921, 2.2881, -5.1653], [-1.2145, 1.9113, -5.1631], [1.5133, -0.2590, 1.9345], [-2.2823, 2.0226, -3.2730], [-2.2039, -0.3824, -2.7137], [-1.7396, -1.1424, -5.3733], [-1.1979, -2.0121, -3.9286], [0.8523, -1.8363, -4.7985], [0.3499, -0.6088, -5.9777], [1.8782, -0.3009, -3.4465], [2.0982, 2.0170, -4.0018], [0.6288, 2.2399, -6.2149], [0.3994, 3.3408, -4.8460], [-1.7622, 2.8582, -5.3156], [-1.4432, 1.2613, -6.0221], [1.1087, 0.6723, 2.3596], [2.3147, -0.5767, 2.6078], [0.7266, -1.0303, 1.8948], [-1.3992, -0.9996, 0.0916], [2.2909, -0.1069, 0.3381], [-0.0293, -1.2551, -1.0348], [1.2911, -0.9019, -0.9205], [-2.4059, -2.5163, 0.0024], [-2.7657, -3.1980, -1.1735], [-3.5323, -4.3691, -1.1024], [-3.9682, -4.8611, 0.1357], [-3.6111, -4.1898, 1.3155], [-2.8244, -3.0374, 1.2485], [-2.4927, 0.3518, -0.6002], [-1.9257, 1.5893, -1.0177], [-2.6693, 2.7755, -0.9431], [-4.0518, 2.6809, -0.7105], [-4.6560, 1.4299, -0.6031], [-3.8972, 0.2600, -0.5587], [3.8054, -1.1068, 0.3864], [3.6481, -2.4638, 0.7501], [4.7555, -3.3019, 0.9026], [6.0386, -2.8065, 0.6569], [6.1980, -1.5036, 0.1782], [5.0964, -0.6465, 0.0479], [2.5859, 1.6556, -0.0058], [2.8145, 2.6959, 0.9365], [2.9683, 4.0172, 0.4784], [2.9055, 4.3087, -0.8844], [2.7173, 3.2857, -1.8095], [2.5546, 1.9779, -1.3691], [-0.3075, -1.9617, -1.8308], [1.9573, -1.3734, -1.6605], [-2.4600, -2.8233, -2.1532], [-3.7920, -4.9052, -2.0211], [-4.5672, -5.7748, 0.1866], [-3.9355, -4.5694, 2.2899], [-2.5413, -2.5175, 2.1678], [-0.9256, 1.6053, -1.4708], [-2.1852, 3.7357, -1.1760], [-4.6469, 3.5914, -0.6646], [-5.7476, 1.3596, -0.5174], [-4.3759, -0.7136, -0.4446], [2.6512, -2.8695, 0.9373], [4.6067, -4.3327, 1.2427], [6.9075, -3.4360, 0.8679], [7.1998, -1.1448, -0.0598], [5.2535, 0.3738, -0.2915], [2.9123, 2.4887, 2.0126], [3.1410, 4.8296, 1.1890], [2.9827, 5.3401, -1.2454], [2.6774, 3.4990, -2.8733], [2.3517, 1.1891, -2.0936], [0.3579, 3.2312, 5.4026], [0.5645, 1.8667, 4.9995], [1.9141, 1.4107, 4.7392], [-0.3888, 1.5560, 3.6166], [-1.3733, 0.6566, 3.8536], [-2.4393, 0.3520, 2.5897], [-1.3654, 0.1274, 5.2051], [-2.1934, -0.8370, 5.8148], [-2.0175, -1.1531, 7.1754], [-1.0222, -0.4954, 7.9313], [-0.1987, 0.4662, 7.3374], [-0.3728, 0.7334, 5.9760], [-2.9584, -1.3405, 5.2199], [-2.6406, -1.9208, 7.6518], [-0.8990, -0.7334, 8.9799], [0.5451, 1.0279, 7.8957]],
  "forces_ev_per_a": [[-0.19, -0.66, 1.52], [-0.52, -0.58, 0.08], [-0.54, 0.26, -0.72], [0.03, -0.35, -0.14], [-0.38, -0.50, 0.01], [0.54, 0.15, -0.51], [0.57, -0.87, -0.45], [-0.27, 0.43, -0.43], [0.07, 0.42, -0.31], [0.22, -0.15, 0.42], [0.20, -0.35, -0.01], [0.15, 0.42, 0.02], [0.14, -0.01, 0.36], [-0.04, 0.32, -0.24], [-0.15, 0.64, -0.18], [0.22, 0.13, 0.40], [0.09, 0.24, -0.14], [-0.42, -0.15, 0.46], [0.05, 0.18, 0.24], [-0.09, -0.33, -0.21], [0.12, -0.45, -0.22], [0.11, 0.09, 0.25], [0.09, -0.37, 0.17], [-0.25, 0.11, 0.25], [0.30, 0.40, 0.01], [1.43, 0.64, -0.88], [-1.76, -2.03, -1.70], [-3.05, -0.84, -0.29], [3.30, 0.50, 0.83], [-0.48, -0.41, 0.36], [-0.19, -0.12, 0.30], [0.04, 0.08, 0.13], [0.27, 0.28, 0.13], [0.04, -0.12, -0.36], [-0.05, -0.02, -0.34], [-0.15, -0.19, -0.65], [-0.61, -0.25, 0.48], [-0.35, -0.56, -0.41], [0.34, 0.36, 0.09], [-0.31, -0.12, -0.01], [0.49, 0.60, 0.46], [1.00, -0.16, -0.31], [0.10, 0.18, 0.12], [-0.17, 0.30, 0.06], [-0.17, 0.12, -0.01], [-0.08, -0.05, 0.17], [-0.38, -0.45, 0.33], [0.48, 0.87, 0.12], [0.07, -0.14, -0.21], [-0.14, -0.21, 0.22], [-0.07, 0.11, -0.16], [0.00, 0.02, 0.27], [-0.08, 0.02, -0.05], [0.60, 0.34, 0.04], [-0.13, 0.35, 0.41], [-0.04, -0.06, 0.28], [0.08, 0.24, 0.34], [0.19, 0.34, -0.05], [0.12, 0.14, -0.40], [-0.11, -0.09, -0.34], [0.05, -0.13, 0.54], [-0.36, -0.34, -0.01], [0.06, -0.25, 0.00], [0.49, 0.09, -0.05], [0.14, 0.28, 0.15], [0.24, 0.22, -0.04], [0.08, 0.45, -0.17], [-0.27, 0.23, -0.28], [-0.30, -0.02, 0.06], [-0.09, -0.08, 0.07], [-0.15, -0.01, -0.44], [-0.08, -0.36, -0.15], [0.08, -0.38, 0.28], [0.02, 0.09, 0.22], [0.06, 0.17, 0.32], [0.60, 0.38, 0.28], [-2.51, -1.25, -1.81], [0.29, 0.32, 0.15], [1.99, 1.69, 0.56], [0.13, -0.72, 1.84], [-1.32, 0.31, -0.30], [-0.34, 0.16, -1.24], [-0.20, -0.54, 0.98], [0.12, 0.33, -1.10], [0.10, 0.21, -0.10], [-0.37, -0.12, -0.63], [0.90, 0.21, 1.36], [0.18, 0.19, 0.18], [0.24, 0.39, -0.27], [-0.01, 0.02, 0.00], [-0.06, -0.24, 0.05]],
  "total_energy_ha": -3339.88131,
  "largest_force_ev_per_a": 3.44,
  "orbital_gap_ha": [0.1268, 0.1659],
  "spin_multiplicity": 1
}